1.
Below is FFeH16O8 as an isolated structure, with properties calculated with wB97M-V/def2-TZVPD.

- ΔE to the lowest compared entry with this formula, charge and spin (kcal/mol) = 334.7
- orbital gap (alpha / beta) (eV) = 9.25 / 8.64
- HOMO level (alpha / beta) (eV) = -13.53 / -13.67
- E_LUMO (alpha / beta) (eV) = -4.28 / -5.04
- net charge = +1
- spin multiplicity = 5

```
26
Properties=species:S:1:pos:R:3:forces:R:3:mulliken_spin:R:1
Fe -0.0226 1.3868 0.4853 -5.305 9.736 11.753 3.658
F -0.3208 -0.1874 0.2644 -3.346 -7.158 -1.760 -0.080
O 1.6944 -0.9208 -0.8692 1.791 -0.545 0.135 0.000
H 2.3381 -0.2377 -1.0572 0.351 -0.207 -0.240 0.007
H 0.9454 -0.4506 -0.5031 1.805 -1.073 -0.557 -0.007
O -1.3331 1.8106 -0.3808 -8.773 3.646 -4.588 0.075
H -2.0605 2.4271 -0.2967 -0.426 0.685 0.069 0.017
H -1.7449 0.9885 -0.6471 -0.631 -0.223 -0.801 0.010
O -2.5251 -0.1053 0.9619 -1.068 0.179 0.531 0.011
H -1.7060 -0.5668 0.7824 -0.917 -0.428 0.517 0.016
H -2.8937 0.0747 0.0970 -0.935 -0.582 0.006 -0.001
O 0.0459 -2.4598 0.0839 -0.740 -1.947 -1.121 0.006
H -0.3756 -1.6077 -0.0278 -0.075 -1.785 -0.292 0.020
H -0.5106 -2.9225 0.7103 -0.383 -0.703 -0.335 0.000
O 0.5927 -1.2202 2.0656 0.751 0.557 2.604 -0.003
H 0.1173 -2.0493 2.0113 0.619 0.105 0.404 -0.002
H 0.3369 -0.7447 1.2752 0.756 -1.590 1.706 0.008
O 0.8412 1.4003 -0.8830 7.482 3.492 -10.479 0.159
H 0.9281 1.2622 -1.8261 -0.702 -0.707 -1.268 0.013
H 1.3567 2.1875 -0.7071 1.109 0.649 -0.413 -0.023
O 1.4234 1.0505 1.1455 9.567 -0.047 6.671 0.081
H 2.0181 0.3373 1.3775 0.211 -1.403 0.155 0.008
H 1.7616 1.8093 1.6211 0.683 0.250 0.854 0.012
O -0.2954 -0.1088 -2.1294 -1.616 0.195 -1.823 0.003
H -0.1947 -1.0288 -2.3737 0.163 -0.380 -0.334 0.002
H -0.4170 -0.1244 -1.1801 -0.372 -0.715 -1.395 0.010
```
Forces are in eV/Å.

***

2.
Below is a 2-piece molecular cluster, C5H12NO overall, with properties calculated with wB97M-V/def2-TZVPD.

- ΔE to the lowest compared entry with this formula, charge and spin (kcal/mol) = 19.2
- orbital gap (alpha / beta) (eV) = 7.58 / 9.05
- HOMO level (alpha / beta) (eV) = -6.95 / -8.43
- E_LUMO (alpha / beta) (eV) = 0.63 / 0.62
- net charge = 0
- spin multiplicity = 2

```
19
Properties=species:S:1:pos:R:3:forces:R:3:mulliken_spin:R:1
C 0.8409 1.4660 -1.6278 0.158 -0.370 0.205 0.006
C -0.2312 1.6334 -0.5299 -0.761 0.106 -0.437 -0.030
C -0.8311 0.2902 -0.1447 0.544 0.634 -0.086 0.070
C -1.7705 -0.2931 -0.8825 0.355 0.410 -0.325 -0.009
C -0.1069 0.0969 2.2413 -0.313 0.240 0.046 0.835
N -0.1380 -0.3203 0.9116 0.457 -0.687 0.886 0.113
H 0.6659 0.5342 -2.1674 -0.122 0.023 0.002 0.000
H 0.7692 2.2624 -2.3690 0.200 0.113 0.182 0.000
H 1.8513 1.3924 -1.2477 0.267 0.179 0.131 0.000
H 0.0565 2.1554 0.3815 0.535 0.025 -0.127 -0.008
H -0.9483 2.2926 -1.0149 -0.620 -0.183 0.310 0.002
H -2.1260 0.3047 -1.7142 -0.186 -0.315 -0.090 0.003
H -2.0856 -1.3178 -0.7917 -0.199 -0.103 0.271 0.001
H -0.6079 -0.5020 2.9877 0.167 -0.364 -0.013 0.007
H 0.2983 1.0245 2.6003 0.044 0.459 -0.475 0.025
H 0.0022 -1.3205 0.8975 -0.530 -0.035 -0.404 -0.019
H 1.1337 -3.1728 0.1117 -0.012 -0.010 -0.104 0.001
H 1.9795 -3.5473 1.3115 -0.051 0.094 0.123 0.000
O 1.2483 -2.9790 1.0465 0.069 -0.218 -0.094 0.003
```
Forces are in eV/Å.

***

3.
Below is C18H12O2S in the gas phase, with properties calculated with wB97M-V/def2-TZVPD.

- ΔE to the lowest compared entry with this formula, charge and spin (kcal/mol) = 1.2
- orbital gap (eV) = 8.61
- HOMO level (eV) = -9.20
- E_LUMO (eV) = -0.58
- SMILES = O=C(c1ccccc1)c1ccsc1C(=O)c1ccccc1
- net charge = 0
- spin multiplicity = 1

```
33
Properties=species:S:1:pos:R:3:forces:R:3:mulliken_charge:R:1
O -2.6194 0.5050 -0.6860 0.474 0.619 0.091 -0.597
O 1.5685 -0.1939 2.2839 -1.393 0.069 0.039 -0.630
S -3.0246 1.6201 2.2999 1.574 -0.458 0.673 -0.194
C -1.6376 0.9514 -0.1090 -1.417 -1.300 0.166 0.085
C 0.4627 -0.4317 1.7825 2.668 0.654 0.989 0.175
C -2.2244 1.2712 3.8467 0.315 -0.232 -1.060 -0.402
C -1.0333 0.6159 3.6725 -0.557 -0.236 -1.764 -0.957
C -1.6906 0.9164 1.4161 1.237 -0.476 0.557 0.514
C -0.7352 0.3082 2.2542 -1.937 1.760 0.378 0.332
C 1.9152 1.9540 -2.3648 -0.896 -0.550 0.143 -0.457
C 0.2704 -3.1124 -1.5623 0.757 1.098 1.276 -0.532
C 0.9390 1.0934 -2.9047 0.194 0.825 0.493 -0.551
C 1.6696 2.5558 -1.1435 -0.350 -0.194 0.932 -0.593
C -0.8689 -2.8190 -0.7920 0.186 -0.335 -0.242 -0.536
C 1.5191 -2.5620 -1.1674 -0.678 0.189 0.445 -0.446
C -0.2245 0.8298 -2.1672 0.630 0.025 -0.427 -0.503
C 0.5402 2.2681 -0.3634 -0.661 -0.834 -0.694 -0.119
C -0.7890 -2.0140 0.3427 -0.063 -0.250 -0.655 -0.270
C 1.5911 -1.7078 -0.0299 0.176 -0.886 -1.231 -0.477
C -0.4228 1.3398 -0.8694 1.281 1.172 0.029 0.553
C 0.4358 -1.4149 0.6950 -1.499 -0.541 -0.585 0.600
H -2.6840 1.5742 4.7851 0.110 -0.076 -0.362 0.451
H -0.3568 0.3153 4.4464 0.060 -0.104 0.365 0.454
H 2.8582 2.1539 -2.8490 -0.036 -0.005 -0.302 0.425
H 0.2430 -3.7442 -2.4308 -0.228 -0.136 -0.208 0.436
H 1.0834 0.7174 -3.9216 -0.211 -0.135 0.479 0.390
H 2.4061 3.2118 -0.7187 0.217 0.296 0.024 0.365
H -1.8525 -3.2110 -1.0654 0.419 -0.010 0.006 0.377
H 2.4122 -2.7956 -1.7769 -0.544 0.262 0.598 0.358
H -0.9517 0.2071 -2.6634 -0.335 -0.163 0.399 0.440
H 0.3825 2.7644 0.6046 0.152 -0.378 -0.441 0.418
H -1.7346 -1.8808 0.8903 0.759 0.306 -0.070 0.429
H 2.5528 -1.2856 0.2653 -0.405 0.023 -0.039 0.463
```
Forces are in eV/Å.